1.
DFT (ωB97M-V/def2-TZVPD) results for a structure of composition C43H46N3O5PRb at a distorted geometry.

XYZ file:
```
99
Properties=species:S:1:pos:R:3:forces:R:3:mulliken_charge:R:1
Rb -0.06925 1.26691 1.67334 0.0 0.1 -0.1 0.8128
C -1.68504 4.52795 2.97188 -0.5 0.8 1.1 -0.3375
C -0.67418 4.02819 3.97863 -0.2 0.8 2.4 -0.8816
O 0.51469 3.46417 3.50212 0.5 0.6 -0.2 -0.1920
C 1.59197 4.42674 3.36239 -0.4 -1.4 -0.6 -0.8246
C 1.70359 4.86264 1.91903 1.3 0.2 1.2 -0.3888
O 1.99359 3.75280 1.11042 -0.4 -0.4 -1.0 -0.1785
C 2.14037 4.13304 -0.28201 0.7 0.9 0.2 -0.9179
C 1.90289 2.94797 -1.24094 0.0 0.8 0.9 -0.1164
O 0.62994 2.40229 -0.96359 -0.3 0.1 0.4 0.5162
C 0.27650 1.27015 -1.68151 1.2 -1.3 0.1 0.1551
C -1.88916 2.50691 -1.77336 -1.7 1.1 0.4 -1.3313
O -2.08985 2.23849 -0.37385 1.5 -0.3 -1.2 0.7381
C -3.23428 2.77433 0.23153 -1.0 0.1 -0.5 -0.8935
C -2.92005 3.94815 1.12347 1.0 -0.9 -0.3 -0.7810
O -2.25467 3.44061 2.28658 0.5 0.5 -1.0 -0.2208
H -1.31101 5.33165 2.31834 0.4 -0.6 -0.2 0.2805
H -2.49513 5.06727 3.51381 0.3 -0.4 0.1 0.3840
H -1.12724 3.25444 4.61781 -0.2 0.0 -0.4 0.3465
H -0.43987 4.84153 4.76987 -0.3 -0.8 -1.4 0.3674
H 2.49413 3.86406 3.59467 0.1 0.2 0.4 0.2953
H 1.39627 5.25829 4.04490 0.4 0.0 -0.1 0.4299
H 2.53651 5.56842 1.88941 0.1 0.3 -0.2 0.4081
H 0.81641 5.41052 1.69725 -0.9 0.2 -0.9 0.2883
H 3.19613 4.55592 -0.43163 -1.3 -0.6 0.0 0.3422
H 1.43794 4.98032 -0.40616 0.2 -0.5 -0.6 0.4344
H 2.65000 2.21249 -1.00670 0.6 -0.5 -0.1 -0.1259
H 1.92966 3.21155 -2.30030 0.4 0.3 0.1 0.3453
H 0.02788 0.41570 -0.99996 0.1 0.7 -0.6 -1.0591
H 1.04787 0.95177 -2.44895 -0.7 0.2 1.0 0.4054
H -2.89567 2.41292 -2.28967 1.3 -0.1 0.3 0.5714
H -1.54812 3.56388 -1.93111 0.0 -1.0 0.3 0.3572
H -3.70314 1.99011 0.81641 0.1 -0.3 0.3 0.2718
H -3.99934 3.01192 -0.51878 0.2 0.3 0.0 0.4424
H -3.77889 4.48529 1.42888 -1.3 0.5 0.3 0.5523
H -2.27782 4.66516 0.59768 0.1 -0.1 0.0 0.3380
C -1.83753 -2.91842 3.35548 0.1 -0.2 0.3 -0.9444
C -2.65950 -3.57412 2.46831 -0.6 -1.3 0.1 -0.4613
C -3.19614 -2.91194 1.39362 0.3 0.1 -0.4 -1.1405
C -2.80403 -1.62385 1.13160 0.4 1.2 1.0 0.1262
N -2.02109 -0.94610 1.99166 -0.2 -0.4 -0.7 0.1132
C -1.58110 -1.59757 3.06360 0.5 1.5 0.3 -0.0551
C -3.22390 -0.98799 -0.12801 -1.7 -1.0 -0.4 0.2167
C -4.50557 -1.28817 -0.63919 0.1 0.2 -0.4 -0.9656
C -4.79371 -1.10862 -1.98228 -0.7 -0.1 -0.3 -1.1739
C -3.79047 -0.62109 -2.77900 0.3 0.3 0.2 -0.6240
C -2.60573 -0.24553 -2.14933 0.6 0.9 -2.0 0.1520
N -2.31829 -0.40374 -0.87894 0.5 -0.3 0.8 1.3230
C -1.57393 0.38672 -3.00043 0.9 -0.5 -0.6 0.0494
C -0.86613 -0.24024 -4.01597 -1.5 0.2 0.4 -0.5104
C 0.07552 0.34949 -4.81098 2.5 1.1 -1.6 -1.4672
C 0.25973 1.76528 -4.68076 -0.3 -1.5 0.3 -0.6024
C -0.44071 2.41463 -3.72747 -0.2 -0.7 1.1 -0.6622
N -0.91547 1.57655 -2.47768 -1.0 2.4 -0.9 1.2445
H -1.43355 -3.40172 4.24097 0.0 0.1 -0.2 0.4500
H -2.94588 -4.62879 2.55777 0.3 0.4 0.4 0.4281
H -3.82503 -3.39150 0.68165 -0.3 -0.5 -0.3 0.5043
H -0.98845 -0.91699 3.70011 -0.1 -0.9 0.1 0.3874
H -5.33011 -1.65118 -0.07596 -0.1 -0.4 1.0 0.7170
H -5.79912 -1.33625 -2.39921 0.9 0.1 0.5 0.4063
H -3.87001 -0.40280 -3.82820 -0.2 -0.1 -0.2 0.6454
H -1.25499 -1.18833 -4.29144 -0.1 -1.0 -0.2 0.5383
H 0.61379 -0.13982 -5.66457 -0.7 0.2 1.2 0.4177
H 0.95322 2.34949 -5.28679 -0.6 -0.2 -0.4 0.4563
H -0.68220 3.44503 -3.76323 -0.1 0.7 0.6 0.5020
C -1.64661 -4.61875 -1.06544 -0.2 -1.5 -0.4 -0.7356
C -1.34345 -3.43335 -1.65993 0.5 1.0 0.4 -0.9109
C -0.22880 -2.75915 -1.19670 0.3 0.1 -0.1 0.4005
C 0.59817 -3.27924 -0.19101 -0.5 0.7 0.1 0.9268
C 0.32873 -4.54930 0.28716 0.2 0.0 0.7 -0.7658
C -0.77216 -5.21826 -0.17170 -0.3 -0.7 -0.4 -1.0573
P 1.64805 -2.09536 0.70733 1.3 0.4 -1.3 1.3381
C 2.81986 -1.54806 -0.71102 0.1 0.7 1.3 0.0233
C 2.77427 -1.95947 -2.02556 -1.3 -1.3 -0.9 0.3316
C 3.46276 -1.31433 -3.02271 0.4 0.5 -0.1 -0.6641
C 4.37327 -0.31121 -2.72591 -0.6 -0.3 -1.4 -0.5448
C 4.46350 0.12357 -1.45163 0.2 -0.3 2.3 -0.7133
C 3.70372 -0.49409 -0.42924 -0.3 0.1 -0.9 -0.6850
C 2.73729 -3.20609 1.63985 0.7 -0.6 -0.4 0.0976
C 2.76801 -3.16654 3.01827 -0.8 1.0 0.3 -0.1852
C 3.37361 -4.11795 3.79938 0.1 -0.5 -0.3 -0.8727
C 4.00929 -5.14874 3.16701 0.4 -0.3 -1.2 -0.4248
C 4.09105 -5.20348 1.76655 -0.1 0.0 -0.4 -0.5932
C 3.46768 -4.21532 0.99203 0.1 -0.4 0.4 -0.3408
H -2.50535 -5.15252 -1.41892 -0.4 -0.4 0.0 0.4797
H -1.97339 -2.95652 -2.39698 -0.1 -0.2 -0.1 0.4588
H -0.01250 -1.80825 -1.64945 0.1 0.4 0.1 -0.2129
H 0.89149 -5.01916 1.09015 0.2 0.2 -0.3 0.3090
H -0.87006 -6.25655 0.12246 -0.5 0.1 0.2 0.4293
H 2.14005 -2.79866 -2.35924 0.1 0.5 0.4 0.3764
H 3.22855 -1.48361 -4.05124 0.1 -0.6 -0.5 0.4087
H 4.92999 0.12709 -3.54008 0.1 0.2 0.1 0.4174
H 5.16616 0.89762 -1.19795 0.1 0.3 0.2 0.4815
H 3.73285 -0.12248 0.57527 0.2 0.3 0.4 0.4395
H 2.25882 -2.35728 3.50253 -0.4 0.4 0.3 0.3654
H 3.29871 -4.16139 4.86239 0.0 0.4 0.6 0.4361
H 4.46053 -5.91511 3.74805 0.3 -0.6 0.3 0.4277
H 4.59645 -6.05809 1.28311 -0.2 0.7 0.3 0.3458
H 3.49619 -4.22701 -0.10201 0.0 -0.2 0.4 0.3082
```
Forces are in eV/Å.

DFT total energy in a.u.: -2571.71474
Charge: +1
HOMO in eV: -8.8


2.
DFT (ωB97M-V/def2-TZVPD) results for a structure of composition C5H4InO4 at a distorted geometry.

XYZ file:
```
14
Properties=species:S:1:pos:R:3:forces:R:3:mulliken_charge:R:1
C -3.18018 0.42760 -0.37049 0.5 -3.2 -0.6 0.2296
C -3.48458 1.44348 0.21870 -1.2 2.3 2.2 0.2541
H -3.24277 0.25767 1.02634 -0.5 0.8 -1.6 0.5158
H -0.87576 1.64790 0.76850 0.5 0.3 -0.2 0.3230
O 0.34094 -0.15715 0.17619 -0.7 0.8 -2.1 -0.3415
C 0.80113 1.09924 0.03922 -2.5 -0.9 1.9 1.1883
O 1.95225 1.31717 -0.30622 -3.0 -4.1 0.3 -0.4233
O -0.01815 1.99556 0.41898 0.1 0.1 -0.2 -0.2118
In 3.17716 2.60602 -0.61767 5.6 5.7 -1.4 1.3485
C 1.41204 -1.39122 0.74633 1.5 -4.9 -0.9 0.7198
C 1.21434 -1.36163 -0.54717 0.9 0.9 3.5 -0.3086
O 1.64431 -2.01677 1.78999 -0.1 2.2 -0.4 -0.2105
H 1.83543 -1.57004 -1.42148 -0.8 0.6 -0.9 0.4307
H 1.18984 -2.88093 1.88983 -0.4 -0.6 0.4 0.4860
```
Forces are in eV/Å.

Multiplicity: 2
DFT total energy in a.u.: -681.50742
Charge: +4
Energy above the lowest of the compared OMol25 structures with the same formula, charge and spin in eV: 1.444
<S²>: 1.523
HOMO (alpha / beta) in eV: -27.1 / -27.3